# 1
Entry from the Open Molecules 2025 dataset: a molecular structure, CHF3HoNO3S at a distorted geometry (ωB97M-V/def2-TZVPD).

Structure (XYZ):
```
11
Properties=species:S:1:pos:R:3:lowdin_spin:R:1
Ho -1.7797 2.0963 -0.2192 4.7331
O 0.2694 1.8512 0.9162 0.0959
N 0.8391 0.6997 1.3713 0.0407
S 0.0797 -0.6105 0.7071 0.0311
O -1.1649 -0.1889 -0.0156 0.0594
O 0.0035 -1.7074 1.6595 0.0032
C 1.1508 -1.2706 -0.6831 0.0033
F 1.1523 -0.4191 -1.6937 0.0036
F 2.3841 -1.4154 -0.2337 0.0006
F 0.6861 -2.4378 -1.0901 0.0013
H 0.6280 2.5977 -0.0414 0.0278
```

Summary:
Spin multiplicity   6
Charge   +1
Highest occupied orbital energy (spin up / spin down)   -0.464 / -0.499 Ha
⟨S²⟩   8.757
ΔE to the lowest compared entry with this formula, charge and spin   187.42 kJ/mol
Lowest unoccupied orbital energy (spin up / spin down)   -5.9 / -6.9 eV

***

# 2
Entry from the Open Molecules 2025 dataset: 42 unconnected molecules or ions with the total composition H82O45S at a distorted geometry (ωB97M-V/def2-TZVPD).

Structure (XYZ):
```
128
Properties=species:S:1:pos:R:3:mulliken_charge:R:1
S 0.8927 -1.2955 -0.3149 -0.4055
O 1.9257 -1.0311 0.6852 -0.4244
O 1.1875 -0.4500 -1.5196 -0.2079
O 0.9471 -2.6915 -0.7322 -0.4710
O -0.4625 -0.8163 0.1835 1.0243
O 0.7585 2.0118 0.6670 0.9491
H 1.6202 2.0678 1.0647 -0.1970
H 0.8219 1.7350 -0.2878 -0.2757
O -3.8097 -0.6386 -3.1588 -0.7686
H -3.4484 -0.7270 -2.2655 0.2923
H -3.3084 -1.3081 -3.6783 0.3573
O -0.2371 -0.1848 -3.7814 0.2451
H -0.9570 -0.7790 -3.5533 0.1027
H 0.2313 -0.1556 -2.9207 -0.0314
O 3.2846 2.9655 1.2811 -0.5287
H 3.2497 3.8069 0.7399 0.4114
H 3.4394 2.2934 0.5420 0.2587
O 0.5369 -5.0519 -3.9638 -0.7251
H 1.0425 -4.4434 -4.5370 0.3325
H 1.1016 -4.9946 -3.1849 0.4066
O -2.5100 -1.1525 3.0176 -0.4978
H -2.8181 -1.1003 2.0648 0.1251
H -3.2788 -1.2121 3.6290 0.2031
O -3.4871 -4.0215 1.6317 -0.6823
H -3.2452 -3.8098 2.5550 0.2939
H -2.8501 -4.7673 1.4298 0.3702
O 0.8684 -0.1981 -6.4938 -0.7414
H 0.3898 -0.2692 -5.6491 0.2922
H 0.3787 -0.7628 -7.1213 0.3048
O 0.7233 2.0405 4.4260 -0.6833
H 0.0094 1.8328 3.7109 0.4405
H 0.7255 1.1650 4.8528 0.2226
O 1.2720 -4.0443 1.8387 -0.8942
H 1.1428 -3.6444 0.9162 0.2584
H 1.0708 -3.1969 2.2748 0.5621
O -4.1412 0.0221 1.0026 -0.7683
H -4.6692 -0.6842 0.5950 0.2824
H -3.6431 0.4154 0.2753 0.3397
O -3.3496 2.3865 3.7774 -0.8022
H -2.5908 2.2083 3.2362 0.2914
H -4.1862 2.4060 3.2469 0.3475
O -5.8377 2.0831 1.8976 -0.6866
H -6.1080 2.7244 1.2386 0.3114
H -5.3409 1.3578 1.4243 0.4839
O 6.0335 0.6036 3.9506 -0.7502
H 5.1901 1.1035 3.8876 0.4982
H 5.6956 -0.2880 4.1218 0.3554
O 1.2993 4.6980 2.4572 -0.7578
H 0.9313 4.2631 3.2682 0.2845
H 1.7724 3.9577 1.9646 0.3235
O -1.1502 1.2714 2.5037 -0.3183
H -0.5740 1.1571 1.6691 -0.0980
H -1.6162 0.4390 2.7484 0.5577
O 0.2746 2.9463 -4.1429 -0.7335
H 0.8672 2.1819 -4.0165 0.2888
H 0.5378 3.5728 -3.4185 0.4057
O 4.9896 -2.0653 3.8386 -0.7131
H 4.1702 -1.9643 4.3359 0.3701
H 4.7829 -2.6889 3.1195 0.3154
O 1.0277 4.9554 -1.9117 -0.7822
H 0.5424 5.5722 -2.4931 0.3283
H 0.3646 4.7447 -1.2117 0.4349
O 0.4810 -1.4580 3.2213 -0.5692
H 0.6876 -0.9377 2.3948 -0.0352
H -0.5148 -1.5060 3.2443 0.1569
O -0.8759 4.6499 0.1425 -0.8153
H -0.3199 4.7931 0.9207 0.4303
H -0.9039 3.7220 -0.0684 0.3148
O -5.0508 2.4930 -4.4199 -0.6149
H -4.0772 2.2485 -4.2653 0.3673
H -5.5471 1.7675 -4.0598 0.3094
O 3.8049 2.1906 4.0376 -0.7987
H 3.0018 2.5907 4.2870 0.2659
H 4.0097 2.6470 3.1860 0.3059
O 2.9516 1.1252 -3.9532 -0.7393
H 3.3497 1.6399 -3.2517 0.3280
H 2.5284 0.4192 -3.4404 0.1650
O 4.1185 -2.6506 1.1461 -0.8817
H 3.3664 -2.0642 1.0385 0.6274
H 3.8497 -3.5403 0.9422 0.2859
O -2.3729 1.5475 -0.7916 -0.7558
H -2.1567 1.6953 -1.7139 0.3689
H -1.6969 0.9208 -0.5107 0.2036
O 1.4373 -2.5994 6.2522 -0.7067
H 1.0784 -3.2214 5.5922 0.3213
H 1.6170 -1.8011 5.6712 0.3562
O -2.2631 1.9525 -3.9619 -0.8028
H -2.1826 0.9987 -3.8671 0.3146
H -1.3687 2.2278 -4.2545 0.3596
O -2.4693 -2.3703 -0.5089 -0.5228
H -2.6901 -3.0178 0.1977 0.1946
H -1.7538 -1.7526 -0.2725 0.3325
O 2.4939 -4.7187 -1.9511 -0.9298
H 2.1240 -4.1739 -1.2126 0.3559
H 2.8468 -3.9163 -2.3579 0.4727
O -6.5202 -1.4250 -2.3978 -0.6622
H -6.5550 -1.7838 -1.4968 0.2921
H -5.6038 -1.1344 -2.5677 0.4325
O 2.5710 -0.5906 4.7268 -0.7078
H 1.9591 -0.6925 3.9863 0.5060
H 2.8976 0.3107 4.5468 0.1710
O 2.8981 5.7259 0.4603 -0.7362
H 2.1580 5.8110 -0.1399 0.3357
H 2.4939 5.6940 1.3321 0.3822
O 2.3001 -2.6935 -5.4614 -0.6754
H 2.0884 -1.7847 -5.7657 0.3430
H 2.6698 -2.5761 -4.5684 0.4371
O -4.1051 -0.0221 5.0572 -0.6488
H -3.7897 0.8429 4.6982 0.4571
H -4.1679 0.0235 6.0236 0.2810
O 3.1572 -2.1022 -2.6890 -0.8453
H 2.5504 -1.5035 -2.2074 0.1524
H 3.7886 -1.5703 -3.1464 0.2695
O -7.4583 3.4640 -5.8688 -0.6350
H -8.0789 3.7355 -5.2026 0.2848
H -6.6076 3.3841 -5.4230 0.3697
O 3.7884 0.8529 -0.3340 -0.8743
H 3.0730 0.1926 -0.2047 0.2132
H 4.5967 0.4646 0.1129 0.4090
O -1.0947 -5.6082 0.8283 -0.7478
H -1.0576 -5.2280 -0.0345 0.3284
H -0.2696 -5.2507 1.2192 0.4513
O -1.7264 -2.6905 -3.1119 -0.6155
H -1.0627 -3.3169 -3.3551 0.3093
H -1.8678 -2.8170 -2.1719 0.2955
O 5.8139 -0.5559 1.0309 -0.8310
H 5.8858 -0.2464 1.9634 0.4369
H 5.2920 -1.3624 1.0348 0.4299
```

Summary:
Charge   -2
Highest occupied orbital energy   -0.237 Ha
ΔE to the lowest compared entry with this formula, charge and spin   3.34 kJ/mol
Lowest unoccupied orbital energy   3.4 eV

***

# 3
Entry from the Open Molecules 2025 dataset: a molecular structure, C56H46AsN6OTi at a distorted geometry (ωB97M-V/def2-TZVPD).

Structure (XYZ):
```
111
Properties=species:S:1:pos:R:3:lowdin_spin:R:1
Ti -1.3038 -0.1241 -0.4185 0.3221
C -1.2543 4.2658 -0.1316 0.0320
C -1.2764 2.8222 0.2284 0.2105
N -1.2501 1.8484 -0.6912 0.0874
N -1.2752 2.2796 -2.0251 -0.0153
C -1.5898 1.2838 -2.7920 0.0253
O -1.8517 0.1057 -2.3479 -0.0139
C -1.6771 1.5114 -4.2669 0.0003
C -2.1193 0.4640 -5.0621 0.0050
C -2.2306 0.6262 -6.4394 -0.0006
C -1.9007 1.8394 -7.0238 0.0056
C -1.4562 2.8915 -6.2264 -0.0006
C -1.3441 2.7292 -4.8521 0.0047
C -1.4370 2.3524 1.5588 0.0630
C -1.6211 3.2104 2.6576 0.0551
C -1.9218 2.6718 3.8881 0.0201
C -2.0217 1.2901 4.0187 0.0804
C -1.7649 0.5084 2.9094 0.0078
N -1.4609 1.0027 1.7067 0.1006
H -0.7364 4.4014 -1.0776 0.0024
H -0.7541 4.8556 0.6405 0.0035
H -2.2696 4.6597 -0.2573 0.0130
H -2.3722 -0.4777 -4.5901 0.0003
H -2.5755 -0.2005 -7.0506 -0.0002
H -1.9891 1.9694 -8.0964 0.0004
H -1.1962 3.8411 -6.6785 -0.0002
H -0.9980 3.5353 -4.2171 0.0002
H -1.5484 4.2812 2.5221 0.0040
H -2.0771 3.3187 4.7434 -0.0004
H -2.2684 0.8205 4.9611 0.0046
H -1.7756 -0.5681 2.9882 0.0025
C 1.2769 -4.2174 3.0666 0.0391
C 0.0092 -3.9976 3.5994 -0.0021
C -0.9091 -3.1799 2.9567 0.0351
C -0.5758 -2.5359 1.7513 0.0154
C 0.6954 -2.7656 1.2237 0.0326
C 1.6033 -3.5991 1.8710 -0.0011
N -1.4892 -1.7129 1.0529 0.2252
N -2.7438 -1.9201 1.5001 0.3674
C -3.7106 -1.1931 0.8189 0.0131
C -5.0501 -1.4115 1.1824 0.0667
C -6.0615 -0.7506 0.5050 -0.0013
C -5.7492 0.1295 -0.5367 0.0828
C -4.4178 0.3372 -0.8846 -0.0015
C -3.3800 -0.3050 -0.2198 0.0605
H 1.9911 -4.8577 3.5700 0.0028
H -0.2727 -4.4717 4.5334 -0.0012
H -1.8965 -3.0274 3.3663 0.0038
H 0.9683 -2.2996 0.2830 0.0018
H 2.5802 -3.7573 1.4298 -0.0010
H -5.2678 -2.1055 1.9887 0.0020
H -7.0971 -0.9235 0.7771 -0.0024
H -6.5406 0.6425 -1.0728 0.0058
H -4.1874 1.0099 -1.7044 -0.0019
N -1.6505 -2.5959 -1.3103 0.0147
C -1.6315 -2.7956 -2.6807 0.0015
C -2.7328 -3.3232 -3.3508 0.0013
C -2.7119 -3.4805 -4.7288 0.0001
C -1.5823 -3.1039 -5.4473 0.0010
C -0.4984 -2.5577 -4.7654 0.0000
C -0.4895 -2.3999 -3.3786 0.0007
C 0.6512 -1.6685 -2.7221 0.0004
C 1.9070 -1.8076 -3.3282 -0.0005
C 2.9239 -0.8801 -3.1311 0.0019
C 2.6541 0.2280 -2.3422 0.0005
C 1.4571 0.2758 -1.6328 0.0053
C 0.4479 -0.7061 -1.6956 -0.0077
H -2.4599 -2.9175 -0.8033 0.0003
H -0.7889 -2.8138 -0.8388 0.0010
H -3.6094 -3.6067 -2.7747 0.0001
H -3.5772 -3.8910 -5.2367 0.0000
H -1.5535 -3.1995 -6.5257 0.0001
H 0.3466 -2.1872 -5.3333 0.0000
H 2.0691 -2.6392 -4.0065 -0.0001
H 3.8822 -1.0008 -3.6241 0.0002
H 3.3722 1.0354 -2.2453 -0.0001
H 1.2934 1.1549 -1.0265 0.0020
C 5.6018 -2.5013 1.6805 0.0003
C 5.2205 -1.8772 2.8619 0.0001
C 4.1257 -1.0163 2.8829 0.0002
C 3.3895 -0.7852 1.7245 0.0011
C 3.7776 -1.4177 0.5410 0.0003
C 4.8805 -2.2628 0.5151 0.0001
As 1.8268 0.4038 1.6181 0.0029
C 1.5603 0.6911 3.5428 -0.0003
C 1.1431 -0.4310 4.2704 0.0005
C 0.7900 -0.3180 5.6075 0.0017
C 0.8321 0.9225 6.2373 0.0003
C 1.2425 2.0394 5.5231 -0.0001
C 1.6037 1.9262 4.1810 0.0003
C 2.7864 2.0560 1.1443 0.0008
C 2.0453 3.2403 1.0955 0.0034
C 2.6197 4.4283 0.6635 0.0007
C 3.9468 4.4484 0.2516 0.0002
C 4.6893 3.2744 0.2817 0.0003
C 4.1146 2.0852 0.7246 0.0002
H 6.4547 -3.1702 1.6676 0.0000
H 5.7767 -2.0559 3.7755 0.0000
H 3.8556 -0.5309 3.8092 0.0000
H 3.2140 -1.2562 -0.3692 0.0000
H 5.1652 -2.7421 -0.4158 0.0000
H 1.0954 -1.4059 3.7886 -0.0001
H 0.4662 -1.1992 6.1504 0.0000
H 0.5401 1.0173 7.2765 0.0000
H 1.2783 3.0095 6.0054 0.0000
H 1.9262 2.8086 3.6455 0.0002
H 0.9992 3.2330 1.3835 0.0029
H 2.0243 5.3333 0.6348 0.0002
H 4.3957 5.3702 -0.0975 0.0000
H 5.7222 3.2761 -0.0485 0.0000
H 4.7134 1.1833 0.7388 0.0000
```

Summary:
Spin multiplicity   3
Charge   -1
Highest occupied orbital energy (spin up / spin down)   -0.117 / -0.184 Ha
⟨S²⟩   2.051
ΔE to the lowest compared entry with this formula, charge and spin   0.00 kJ/mol
Lowest unoccupied orbital energy (spin up / spin down)   2.5 / 2.2 eV

***

# 4
Entry from the Open Molecules 2025 dataset: C13H23N3O4S in the gas phase at a distorted geometry (ωB97M-V/def2-TZVPD).

Structure (XYZ):
```
44
Properties=species:S:1:pos:R:3:mulliken_charge:R:1
C 2.1402 2.4335 -1.3332 -1.7748
C 2.7780 1.4192 -0.4626 1.0153
C 2.0877 0.9427 0.5247 -0.0023
C 2.5929 -0.2303 1.3243 0.1348
O 2.0134 -1.0746 2.0142 -0.6830
N 3.8379 -0.4947 1.1324 0.2438
C 4.5497 0.0349 0.2525 0.3355
O 5.7765 -0.0660 -0.2468 -0.6894
N 3.8684 1.0815 -0.7820 -0.0679
H 4.4738 1.4408 -1.4549 0.1743
H 4.3005 -0.9004 1.6763 -0.1396
S 0.1391 1.4323 0.9228 1.1359
O 0.1351 0.9424 2.3157 -0.7004
O 0.0479 2.7590 0.5719 -0.6381
N -0.6977 0.2811 0.0184 0.8545
C -0.8968 -1.0713 0.8055 -2.0894
H -0.0298 -1.2965 1.5078 0.4390
C -0.6633 -2.1898 -0.2933 0.4884
C 0.8282 -1.8813 -1.1345 -1.4608
H 0.8002 -2.6857 -1.7394 0.7001
H 0.7733 -1.0030 -1.6021 0.3729
H 1.4110 -2.0331 -0.1981 0.1815
C -0.7392 -3.3860 0.3567 -1.0722
H -1.7710 -3.5744 0.9403 0.2743
H -0.5990 -4.1268 -0.6688 0.2636
H 0.1128 -3.5741 1.0595 0.2667
H -1.4094 -2.2386 -1.1267 0.4661
H -1.7639 -1.0085 1.1282 1.1031
C -1.6943 0.7938 -0.7114 -1.8614
H -1.1356 1.7340 -1.0721 0.5202
C -3.0370 1.2352 -0.3778 0.2693
C -3.9949 -0.1248 -0.4886 -1.1305
H -4.9608 0.2464 -0.1598 0.4116
H -3.9445 -0.7120 -1.3577 0.3747
H -3.7257 -0.8929 0.4012 0.1913
C -2.9835 1.9660 1.0948 -1.5703
H -4.0045 2.0522 1.1869 0.4539
H -2.3989 2.6704 1.3184 0.5759
H -2.6388 1.1217 1.8146 0.2991
H -3.5758 1.9821 -0.9403 0.5021
H -1.5724 0.0771 -1.5228 0.6660
H 2.7276 3.2087 -1.4716 0.6957
H 1.6326 1.8835 -2.2837 0.2285
H 1.2098 2.8265 -0.9392 0.2424
```

Summary:
Charge   0
Highest occupied orbital energy   -0.327 Ha
SMILES   Cc1[nH]c(=O)[nH]c(=O)c1S(=O)(=O)N(CC(C)C)CC(C)C
Lowest unoccupied orbital energy   0.5 eV

***

# 5
Entry from the Open Molecules 2025 dataset: C5H9N in the gas phase at a distorted geometry (ωB97M-V/def2-TZVPD).

Structure (XYZ):
```
15
Properties=species:S:1:pos:R:3:mulliken_charge:R:1
C -0.4618 -0.0526 -2.3760 -1.1126
C 0.2216 -0.7609 -1.2128 -0.2818
C -0.0564 -0.0737 0.0986 -0.2243
C 0.9082 0.2206 0.9688 -0.2346
N 0.7220 0.8935 2.1909 -0.5017
C -0.2137 0.5549 2.9582 -0.3365
H -1.4058 0.3944 -2.0405 0.2791
H -0.5887 -0.6328 -3.2820 0.3245
H 0.0675 0.8793 -2.6121 0.3029
H 1.3017 -0.6881 -1.3245 0.2446
H -0.0959 -1.8021 -1.1680 0.2838
H -1.0507 0.2770 0.3614 0.3386
H 1.9448 -0.0177 0.7726 0.3547
H -0.3813 1.0842 3.8745 0.2639
H -0.9114 -0.2761 2.7909 0.2993
```

Summary:
Charge   0
Highest occupied orbital energy   -0.327 Ha
SMILES   C=N/C=C/CC
ΔE to the lowest compared entry with this formula, charge and spin   139.62 kJ/mol
Lowest unoccupied orbital energy   1.1 eV

***

# 6
Entry from the Open Molecules 2025 dataset: C3H4N2O in the gas phase at a distorted geometry (ωB97M-V/def2-TZVPD).

Structure (XYZ):
```
10
Properties=species:S:1:pos:R:3:mulliken_charge:R:1
O 2.3824 -0.2423 0.1356 -0.5933
C 1.1743 -0.3131 0.2473 0.4042
N 0.3761 -1.4339 0.3771 -0.7770
N -0.8725 -0.9739 0.1907 0.3601
C -1.0546 0.2778 -0.1460 -0.1797
C 0.2967 0.8774 -0.1738 -0.4844
H 0.9653 0.8775 -1.0575 0.2533
H -1.6180 -1.6559 0.3201 0.2519
H -2.0494 0.7144 -0.1532 0.4079
H 0.3996 1.8720 0.2596 0.3570
```

Summary:
Charge   0
Highest occupied orbital energy   -0.317 Ha
ΔE to the lowest compared entry with this formula, charge and spin   258.84 kJ/mol
Lowest unoccupied orbital energy   0.1 eV

***

- Among the records above, which one has the highest charge?
  CHF3HoNO3S

***

- Which formula does entry 4 have?
  C13H23N3O4S

***

Repeat the fifth record exactly.
Entry from the Open Molecules 2025 dataset: C5H9N in the gas phase at a distorted geometry (ωB97M-V/def2-TZVPD).

Structure (XYZ):
```
15
Properties=species:S:1:pos:R:3:mulliken_charge:R:1
C -0.4618 -0.0526 -2.3760 -1.1126
C 0.2216 -0.7609 -1.2128 -0.2818
C -0.0564 -0.0737 0.0986 -0.2243
C 0.9082 0.2206 0.9688 -0.2346
N 0.7220 0.8935 2.1909 -0.5017
C -0.2137 0.5549 2.9582 -0.3365
H -1.4058 0.3944 -2.0405 0.2791
H -0.5887 -0.6328 -3.2820 0.3245
H 0.0675 0.8793 -2.6121 0.3029
H 1.3017 -0.6881 -1.3245 0.2446
H -0.0959 -1.8021 -1.1680 0.2838
H -1.0507 0.2770 0.3614 0.3386
H 1.9448 -0.0177 0.7726 0.3547
H -0.3813 1.0842 3.8745 0.2639
H -0.9114 -0.2761 2.7909 0.2993
```

Summary:
Charge   0
Highest occupied orbital energy   -0.327 Ha
SMILES   C=N/C=C/CC
ΔE to the lowest compared entry with this formula, charge and spin   139.62 kJ/mol
Lowest unoccupied orbital energy   1.1 eV

***

- Among the records above, which one has the highest charge?
  CHF3HoNO3S